A cluster of 14 separate species, C14H56O14 in total in a non-equilibrium geometry, computed with ωB97M-V/def2-TZVPD.

The value obtained for the LUMO energy is -0.23 eV. The calculation puts the molar mass at 448.59 g/mol. Its strongest force on any atom is 1.8 eV Å⁻¹. As for the total energy: -1620.10027 Eh. The highest occupied orbital energy comes out at -9.2008 eV.

Cartesian coordinates (Å):
O: -0.2403 2.5031 -3.1537
O: -2.9893 -1.0630 2.7179
O: -0.6362 3.5916 1.3135
O: 2.8626 -0.7403 3.3744
O: -3.4507 3.6846 0.9987
O: 1.0770 0.2164 -3.2552
O: 3.0586 -3.8714 -1.8048
O: -0.7835 -2.4803 2.4970
O: 1.9749 3.1013 0.3721
O: 3.1538 -3.5635 2.9160
O: 2.0920 -1.2756 -1.4162
O: -4.3560 -0.6355 0.4196
O: 0.0121 -1.1103 0.3204
O: -3.0799 -1.0470 -4.3268
C: -1.2019 -3.8435 2.2737
C: 2.6842 -3.6959 1.5994
C: -0.8524 3.7959 2.6826
C: 2.4165 4.3561 -0.2233
C: -0.5612 0.0623 -0.1359
C: 1.9462 0.2055 2.9507
C: -3.4897 -0.9702 4.0469
C: -1.7310 -0.7091 -4.1176
C: 3.9201 -3.6446 -2.9079
C: -1.1742 3.0639 -2.2695
C: -3.9182 -1.4566 -0.6711
C: 2.8249 -0.4009 -0.6072
C: -3.7656 2.3400 1.3463
C: 2.1658 0.4728 -4.0622
H: -0.7443 3.4956 -1.3657
H: 2.8331 1.1681 -3.5530
H: 1.8300 -0.7604 -2.1827
H: 1.7165 -3.2503 1.3691
H: -0.4014 -4.3096 1.6993
H: 0.3012 3.1924 -3.5451
H: 3.3303 -3.1454 0.9156
H: 4.4090 -4.5737 -3.2011
H: -2.8288 -1.4584 -0.7071
H: 2.6193 5.0661 0.5786
H: -0.6451 -2.0415 1.6544
H: -1.7718 3.8706 -2.6941
H: 2.7003 -3.0160 -1.5566
H: -4.2597 -2.4867 -0.5696
H: -2.8901 -0.3330 4.6969
H: -1.5113 0.2615 0.3599
H: -1.3566 2.9394 3.1300
H: -1.2998 -1.3547 -3.3525
H: -3.8706 -0.9027 1.2036
H: 0.0933 3.9748 3.1943
H: 3.1445 -0.8398 0.3380
H: -2.0784 -1.3652 2.7390
H: -2.5066 3.8317 1.0921
H: 1.6451 0.8074 3.8081
H: 0.8913 -1.1869 -0.0574
H: -2.1408 -3.8020 1.7216
H: 3.3288 4.2142 -0.8026
H: -3.4145 -1.9098 4.5943
H: -1.3789 -4.3953 3.1970
H: 0.0799 0.9230 0.0543
H: -1.6043 0.3489 -3.8881
H: -1.1815 -0.7876 -5.0557
H: 2.6687 -4.7570 1.3502
H: 2.8049 -0.3884 -4.2570
H: 0.3073 3.6723 1.1555
H: 4.7718 -3.0042 -2.6786
H: -3.1579 1.6793 0.7280
H: 2.4145 0.8844 2.2381
H: 2.2218 0.4721 -0.3579
H: 1.6296 4.6593 -0.9139
H: 3.6525 -0.2778 3.6639
H: 1.8828 0.9081 -5.0205
H: 3.3574 -3.2588 -3.7580
H: -3.4304 -0.2661 -4.7614
H: -4.8263 2.2041 1.1352
H: -4.4865 -0.5293 4.0380
H: -0.7389 -0.0441 -1.2061
H: -3.4923 2.0471 2.3600
H: 1.1263 -0.3194 2.4604
H: -1.4034 4.7354 2.7259
H: -1.7666 2.2191 -1.9180
H: 0.5215 0.9989 -3.2278
H: 2.3266 3.1020 1.2654
H: 3.2028 -2.6299 3.1342
H: -4.2516 -1.1359 -1.6581
H: 3.6685 -0.0313 -1.1901

Atoms 1-3, force components in eV/Å:
O 0.589 0.249 -0.679
O -1.056 0.713 0.566
O 0.266 -0.428 -0.703

Atomic partial charges in e from the Löwdin method, atoms 1 to 5: atom 1 (O): -0.125, atom 2 (O): -0.149, atom 3 (O): -0.152, atom 4 (O): -0.107, atom 5 (O): -0.133

A structure of composition C14H5F3N3O4S4V in a non-equilibrium geometry, computed with ωB97M-V/def2-TZVPD.

The value obtained for the LUMO energy (alpha / beta) is 4.64 / 4.64 eV. As for the expectation value of S²: 2.015. As for the multiplicity: 3. As for the net charge: -2. The calculation puts the molar mass at 515.42 g/mol. Its strongest force on any atom is 2.2 eV Å⁻¹. As for the total energy: -3838.35710 Eh. The highest occupied orbital energy (alpha / beta) comes out at -1.6538 / -2.0954 eV.

Cartesian coordinates (Å):
V: -0.3471 -0.9203 0.1703
S: 0.2979 1.2183 1.1335
S: -2.5360 -0.0375 0.5848
S: -0.8536 -1.9790 -2.0367
S: 0.6300 -2.4569 1.9268
F: 3.1292 -4.4997 2.0889
F: 3.9045 -5.2313 0.2355
F: 1.7994 -5.3189 0.6250
O: -1.2864 -2.3726 -0.5924
O: 0.3761 -2.7047 -2.3391
O: -1.9168 -2.1935 -2.9841
O: -0.5559 -0.5050 -1.8075
N: -5.4897 5.3875 0.5164
N: -1.7880 7.0583 1.0573
N: 1.6041 -1.0942 -0.0539
C: -4.5466 4.7341 0.6083
C: -2.0982 4.4787 0.9342
C: 2.7215 -3.1875 0.1583
C: -3.3566 3.9083 0.7191
C: 2.4244 -0.7454 -1.0549
C: -2.3650 1.6786 0.7296
C: 3.4381 -1.5598 -1.4713
C: 3.5517 -2.8130 -0.8648
C: 1.7311 -2.2744 0.6118
C: -0.9900 3.6474 1.0572
C: 2.8698 -4.5481 0.7799
C: -3.4702 2.5296 0.6223
C: -1.9265 5.9165 1.0039
C: -1.0885 2.2573 0.9618
H: -0.0167 4.0915 1.2301
H: 2.2092 0.2101 -1.5103
H: 4.0888 -1.2614 -2.2795
H: 4.3034 -3.5078 -1.2111
H: -4.4471 2.0947 0.4505

Atoms 1-3, force components in eV/Å:
V -1.258 1.150 1.442
S 0.105 0.722 -0.037
S -0.607 0.370 0.202

Atomic partial charges in e from the Löwdin method, atoms 1 to 5: atom 1 (V): 0.297, atom 2 (S): 0.610, atom 3 (S): 0.673, atom 4 (S): 0.308, atom 5 (S): 0.656

A structure of composition C14H6Br2N4S2Se2Te2Ti in a non-equilibrium geometry, computed with ωB97M-V/def2-TZVPD.

The value obtained for the LUMO energy (alpha / beta) is 3.18 / 3.18 eV. As for the net charge: -2. The calculation puts the molar mass at 915.16 g/mol. Its strongest force on any atom is 5.8 eV Å⁻¹. As for the total energy: -12888.99071 Eh. The highest occupied orbital energy (alpha / beta) comes out at -0.5154 / -0.5075 eV.

Cartesian coordinates (Å):
Te: -0.7277 2.7831 3.9787
Te: -0.4360 1.2491 1.7902
Br: -6.4609 -0.4209 -0.4967
Br: -1.0593 -6.1697 0.8644
Se: 0.8604 -0.4333 -2.7555
Se: -1.3093 -0.7256 2.9164
Ti: 0.1190 0.1381 -0.5781
S: 0.3178 2.4780 -0.6910
S: 2.0067 0.5806 0.7556
N: -1.8429 0.1310 -0.5615
N: 5.0520 2.5505 1.2778
N: -0.1260 -1.6831 0.1166
N: 2.5555 5.3647 -1.0027
C: -2.3712 -1.1280 -0.3521
C: 0.8456 -2.5367 0.4299
C: 1.8480 2.1408 0.0267
C: -4.0377 1.0679 -0.6735
C: -1.4118 -2.1397 -0.0473
C: 2.6956 4.3366 -0.5044
C: -1.7118 -3.5017 0.1624
C: -0.6935 -4.3400 0.5184
C: -2.6721 1.1784 -0.6949
C: -4.5770 -0.2204 -0.5086
C: -3.7681 -1.3121 -0.3529
C: 4.0618 2.8024 0.7486
C: 0.6249 -3.8744 0.6466
C: 2.8554 3.0820 0.0977
H: 1.8551 -2.1318 0.5380
H: -4.6711 1.9338 -0.7624
H: -2.2135 2.1599 -0.8262
H: -2.7259 -3.8580 0.0641
H: -4.1835 -2.2947 -0.1998
H: 1.4247 -4.5410 0.9179

Atoms 1-3, force components in eV/Å:
Te -0.014 0.491 -0.516
Te -1.979 -0.456 5.051
Br -0.166 -0.033 0.017

Atomic partial charges in e from the Löwdin method, atoms 1 to 5: atom 1 (Te): -0.133, atom 2 (Te): 0.309, atom 3 (Br): 0.672, atom 4 (Br): 0.674, atom 5 (Se): -0.047

A structure of composition C14H7Cl5F6N4O6PdS2, computed with ωB97M-V/def2-TZVPD.

The value obtained for the LUMO energy is -10.25 eV. As for the net charge: +2. The calculation puts the molar mass at 789.04 g/mol. Its strongest force on any atom is 0.8 eV Å⁻¹. As for the total energy: -5031.84058 Eh. The highest occupied orbital energy comes out at -15.4671 eV.

Cartesian coordinates (Å):
Pd: 0.3125 0.0689 -0.8317
Cl: -2.9305 5.0922 3.4213
Cl: 0.2045 2.4990 -5.7693
Cl: 1.1718 -0.2052 -6.2395
Cl: 2.9960 1.8443 -5.2699
Cl: 1.6755 4.1571 0.9990
S: 0.5284 0.3379 2.5037
S: 2.7431 -0.4053 1.2003
F: 4.4886 -1.5616 2.7347
F: 5.1296 -1.1649 0.7012
F: 5.0384 0.4502 2.1461
F: 0.5057 -0.2975 5.0169
F: 0.3185 -1.9736 3.6547
F: -1.3637 -0.6389 3.9716
O: 0.2236 2.0531 -0.2078
O: 0.0778 1.6782 2.8406
O: 2.7415 0.5440 0.1062
O: -0.1519 -0.2196 1.3187
O: 2.2658 -1.7228 0.8816
O: -2.1730 0.3866 -0.5596
N: 2.0743 0.2305 2.4975
N: 0.3468 -1.8151 -1.3040
N: 0.7472 0.6038 -2.7988
N: 1.4507 -2.4673 -1.6949
C: -0.6792 4.6148 2.1223
C: 0.0792 3.8435 1.2839
C: -1.9959 4.2329 2.3546
C: -0.5047 2.6213 0.5839
C: 4.4826 -0.6834 1.7532
C: -0.0401 -0.7303 3.9014
C: -2.6617 1.1444 0.2325
C: -0.0646 -3.9964 -1.2716
C: -1.9292 2.2879 0.8754
C: -2.6147 3.0837 1.7040
C: 1.0040 0.8855 -3.8741
C: -0.5824 -2.7288 -1.0276
C: 1.2352 -3.7871 -1.6876
C: 1.3406 1.2506 -5.2635
H: -3.6586 2.8871 1.9196
H: 2.3066 -1.9686 -1.8784
H: -0.2526 5.4709 2.6269
H: -0.5707 -4.9386 -1.1636
H: -1.5594 -2.4296 -0.6860
H: 2.0078 -4.4787 -1.9788
H: -3.7153 1.0536 0.5388

Atoms 1-3, force components in eV/Å:
Pd -0.045 0.230 -0.372
Cl -0.024 0.015 0.013
Cl 0.008 -0.009 0.007

Atomic partial charges in e from the Löwdin method, atoms 1 to 5: atom 1 (Pd): 1.041, atom 2 (Cl): 0.986, atom 3 (Cl): 0.676, atom 4 (Cl): 0.681, atom 5 (Cl): 0.683

A structure of composition C14H8BF2INO4S in a non-equilibrium geometry, computed with ωB97M-V/def2-TZVPD.

The value obtained for the LUMO energy is 1.54 eV. As for the net charge: -1. The calculation puts the molar mass at 462.00 g/mol. Its strongest force on any atom is 5.5 eV Å⁻¹. As for the total energy: -1814.15142 Eh. The highest occupied orbital energy comes out at -5.1674 eV.

Cartesian coordinates (Å):
I: 0.0982 -1.0256 2.2169
S: -0.0017 3.5881 0.0473
F: 0.4401 -3.4449 -3.9066
F: -1.7087 -4.3333 -3.3757
O: -0.6718 -2.7572 -1.8998
O: 0.8059 -5.1200 0.1237
O: 0.1912 -4.9320 -2.0456
O: -0.2528 -2.4519 0.3025
N: 0.1482 0.0715 0.4224
C: 1.5079 2.5494 0.4267
C: 2.8025 0.1107 0.8499
C: 4.3586 2.5925 0.9021
C: 0.3143 -4.4785 -0.7906
C: -2.9597 3.0976 0.2669
C: -1.1582 0.8045 0.4168
C: -4.0568 0.5332 0.5535
C: -4.3183 2.1631 0.4425
C: -1.4366 2.4060 0.2577
C: 4.2446 0.9386 1.0319
C: -2.5291 -0.1481 0.5430
C: 2.9496 3.3838 0.5780
C: 1.3696 0.9274 0.5622
C: -0.2150 -3.1449 -0.7013
B: -0.4430 -3.8675 -2.8307
H: 2.8851 -1.0542 0.9377
H: 5.3541 3.2032 1.0092
H: 2.9358 4.5472 0.4431
H: -5.0084 -0.1767 0.6626
H: 5.2731 0.3872 1.2702
H: -2.5076 -1.3168 0.6266
H: -3.0403 4.2630 0.1785
H: -5.3711 2.6847 0.4783

Atoms 1-3, force components in eV/Å:
I 0.399 1.205 2.307
S 0.094 -2.097 0.494
F -1.154 -0.525 1.328

Atomic partial charges in e from the Löwdin method, atoms 1 to 5: atom 1 (I): 1.145, atom 2 (S): 0.789, atom 3 (F): 0.067, atom 4 (F): 0.066, atom 5 (O): 0.236

A structure of composition C14H8ClNO6RuSe2Te2, computed with ωB97M-V/def2-TZVPD.

The value obtained for the LUMO energy (alpha / beta) is -3.32 / -3.33 eV. The calculation puts the molar mass at 835.86 g/mol. Its strongest force on any atom is 0.3 eV Å⁻¹. As for the total energy: -6938.43858 Eh. The highest occupied orbital energy (alpha / beta) comes out at -8.4961 / -8.4959 eV.

Cartesian coordinates (Å):
Te: 3.3057 0.3592 2.4559
Te: 3.8044 -1.2177 0.3980
Ru: 0.0465 0.2594 0.0700
Se: 1.6285 -1.1980 -0.7954
Se: 0.9989 1.0758 1.9849
Cl: -4.1207 7.1321 -2.3465
O: 0.0651 -3.9521 -6.1875
O: -1.6058 1.5981 0.5038
O: -2.2599 -2.3142 -2.2188
O: -0.0686 1.9567 -0.9670
O: 1.2393 -2.5986 -7.3772
O: -1.3363 -0.6618 -1.0768
N: 0.5623 -2.8685 -6.4050
C: -0.4358 -2.0696 -4.3028
C: 0.6930 0.4433 -4.7051
C: -1.3535 4.3043 -1.9180
C: -3.2608 5.7332 -1.7908
C: -1.1858 2.3216 -0.4294
C: -1.8946 3.5152 -0.9085
C: -3.8145 4.9539 -0.7854
C: -1.4719 -1.3972 -2.1526
C: -3.1248 3.8397 -0.3444
C: -0.6268 -1.0653 -3.3593
C: 0.3361 -1.7951 -5.4115
C: -2.0367 5.4209 -2.3638
C: 0.9086 -0.5550 -5.6390
C: -0.0643 0.1875 -3.5684
H: 1.1203 1.4250 -4.8603
H: -0.3973 4.0395 -2.3490
H: -3.5326 3.2089 0.4334
H: -1.6333 6.0469 -3.1467
H: -0.2226 0.9736 -2.8436
H: -0.8873 -3.0401 -4.1601
H: 1.4988 -0.3920 -6.5281
H: -4.7723 5.2203 -0.3622

Atoms 1-3, force components in eV/Å:
Te -0.077 0.023 0.039
Te 0.009 0.002 -0.039
Ru 0.244 -0.121 0.134

Atomic partial charges in e from the Löwdin method, atoms 1 to 5: atom 1 (Te): 0.289, atom 2 (Te): 0.285, atom 3 (Ru): 0.666, atom 4 (Se): 0.100, atom 5 (Se): 0.100